# 1
C40H28F6N9O4S5W as an isolated structure, computed with wB97M-V/def2-TZVPD.

Output
Max |F| (eV/A): 1.51
Charge: +3
Total energy (eV): -135809.297
Lowest unoccupied orbital energy (eV): -10.72
Energy above the lowest of the compared OMol25 structures with the same formula, charge and spin (kcal per mole): 196.71
Gap between HOMO and LUMO (eV): 5.40
E_HOMO (eV): -16.1

Cartesian coordinates (Å):
1 W -1.0471 0.7986 0.4176
2 C -1.6019 6.2059 4.4366
3 C -1.9209 6.8419 3.2399
4 C -1.9180 6.1526 2.0286
5 C -1.5837 4.8152 2.0665
6 C -1.5204 3.7986 1.0343
7 N -1.0769 2.5722 1.5981
8 C -0.8984 2.7974 2.9579
9 N -0.4005 1.9723 3.8381
10 C 0.1919 0.8936 3.3439
11 C 1.2123 0.1172 3.9933
12 C 1.6106 0.1164 5.3260
13 C 2.6884 -0.6765 5.6688
14 C 3.3625 -1.4100 4.6933
15 C 2.9736 -1.3859 3.3544
16 C 1.8627 -0.6511 3.0097
17 C 1.2305 -0.2870 1.6663
18 N 2.1686 0.7368 1.0696
19 C 1.8466 1.3677 0.0396
20 N 0.6122 1.1330 -0.7281
21 C 0.9078 1.4686 -1.9922
22 N -0.8443 -0.4259 -2.5105
23 C -1.9028 0.0832 -1.6079
24 N -2.3740 2.4866 -1.9539
25 C -1.9172 2.6390 -0.8029
26 N -1.8674 3.8508 -0.1762
27 C -3.1840 0.7029 0.6967
28 C -4.0085 1.5712 1.3993
29 C -5.3290 1.7919 1.0238
30 C -5.8997 1.1869 -0.1211
31 C -5.2048 0.2189 -0.7620
32 C -3.9086 -0.2347 -0.2022
33 C 2.0824 2.3066 -2.0634
34 C 2.6556 3.0310 -3.1008
35 C 3.8199 3.7292 -2.8179
36 C 4.4044 3.6748 -1.5530
37 C 3.8469 2.9216 -0.5189
38 C 2.6723 2.2597 -0.7843
39 N 0.0464 0.4850 2.0708
40 C -1.2523 4.1777 3.2677
41 C -1.2574 4.8574 4.4698
42 H -1.6214 6.7719 5.3582
43 H -2.1789 7.8924 3.2496
44 H -2.1677 6.6440 1.0974
45 H 1.0875 0.7158 6.0598
46 H 3.0273 -0.7133 6.6950
47 H 4.2142 -2.0132 4.9799
48 H 3.5547 -1.9272 2.6231
49 H -3.6063 2.1640 2.2123
50 H -5.9247 2.5010 1.5879
51 H -6.8742 1.5037 -0.4682
52 H -5.6347 -0.3394 -1.5867
53 H 2.2048 3.0721 -4.0848
54 H 4.2835 4.3264 -3.5915
55 H 5.3166 4.2273 -1.3691
56 H 4.3160 2.8594 0.4541
57 H -1.0077 4.3610 5.3982
58 C -1.0140 -1.6148 -3.3694
59 C 0.1947 -2.5814 -3.2969
60 S 0.9198 -2.3660 -1.6529
61 C 0.1102 -3.7068 -0.7376
62 C -1.4073 -3.5373 -0.6330
63 S -2.1131 -2.0466 0.1926
64 C -2.8990 -0.9706 -1.1043
65 C -2.6772 1.1765 -2.4109
66 S 0.0782 0.7645 -3.2900
67 H -1.1414 -1.3385 -4.4189
68 H -1.9267 -2.1091 -3.0587
69 H -0.0865 -3.6145 -3.4917
70 H 0.9585 -2.3056 -4.0147
71 H 0.3512 -4.6414 -1.2457
72 H 0.5845 -3.6864 0.2449
73 H -1.8837 -3.6027 -1.6094
74 H -1.7945 -4.3475 -0.0178
75 H -3.4111 -1.5878 -1.8456
76 H -4.2929 -0.9990 0.5186
77 H -2.4587 1.1195 -3.4770
78 H -3.7575 1.0611 -2.3255
79 F 3.0274 -5.2358 -0.2354
80 C 3.6993 -4.2991 0.4235
81 F 4.9477 -4.6281 0.5728
82 F 3.1079 -4.1583 1.6264
83 S 3.5210 -2.5110 -0.3005
84 O 0.7806 -1.1530 0.7486
85 O 4.7848 -2.0930 -0.8745
86 N 2.4999 -2.9828 -1.7050
87 S 3.4062 -3.6055 -3.0448
88 O 2.4527 -4.1396 -3.9520
89 O 4.4771 -4.3537 -2.5211
90 C 4.0006 -2.0067 -3.8802
91 F 3.3670 -0.9676 -3.2904
92 F 3.5761 -2.0643 -5.1331
93 F 5.2852 -1.8477 -3.8313

Forces on atoms 1 to 3 (eV/Å):
W 1.0 0.6 0.9
C 0.0 0.0 0.1
C 0.0 0.0 -0.1

# 2
C21H14BrFN3O6Ru as an isolated structure, computed with wB97M-V/def2-TZVPD.

Output
<S²>: 0.771
Max |F| (eV/A): 1.79
Spin multiplicity: 2
Total energy (eV): -114099.692
Lowest unoccupied orbital energy (spin up / spin down) (eV): -0.66 / -0.66
Energy above the lowest of the compared OMol25 structures with the same formula, charge and spin (kcal per mole): 77.47
Gap between HOMO and LUMO (spin up / spin down) (eV): 6.51 / 6.45
E_HOMO (spin up / spin down) (eV): -7.2 / -7.1

Cartesian coordinates (Å):
1 Ru -0.4860 -1.8784 0.2694
2 O -3.0393 -1.9911 -3.4739
3 C -1.9512 -1.9878 -3.0691
4 O -0.8600 -1.9770 -2.6796
5 C -2.4903 -3.9932 -0.7591
6 C -3.6513 -4.3744 -0.1542
7 C -3.5741 -4.5328 1.2471
8 C -2.3755 -4.3826 1.9003
9 C -1.2362 -4.0407 1.1638
10 N -1.3399 -3.8341 -0.1795
11 C 0.1633 -3.9898 1.7230
12 O 0.4855 -4.7420 2.6189
13 O 0.8831 -3.0835 1.1305
14 H -4.5683 -4.5349 -0.7025
15 H -4.4648 -4.7995 1.8034
16 H -2.2775 -4.5295 2.9658
17 C -3.5131 -0.6497 -0.1003
18 O -2.1761 -0.4395 -0.5711
19 C -1.7432 0.8524 -0.6120
20 C -2.5625 1.9407 -0.7118
21 C -2.0025 3.2348 -0.7166
22 Br -3.1603 4.7246 -0.8474
23 C -0.6595 3.4188 -0.6059
24 C 0.1854 2.2921 -0.4901
25 C -0.3325 0.9848 -0.5119
26 O 0.4044 -0.0717 -0.4522
27 C 1.5998 2.4374 -0.2963
28 N 2.4454 1.4205 -0.1430
29 C 3.7369 1.8993 0.0467
30 C 4.9439 1.2495 0.2508
31 C 6.0649 2.0492 0.3828
32 C 5.9813 3.4466 0.3189
33 C 4.7719 4.0918 0.1280
34 C 3.6538 3.2851 -0.0068
35 N 2.3063 3.5832 -0.2217
36 H -3.6891 -0.0488 0.7904
37 H -3.5799 -1.6996 0.1589
38 H -4.2279 -0.4114 -0.8892
39 H -3.6335 1.8242 -0.7931
40 H -0.2588 4.4242 -0.6008
41 H 2.0567 0.4698 -0.1699
42 H 5.0042 0.1714 0.3106
43 H 7.0284 1.5837 0.5399
44 H 6.8831 4.0346 0.4204
45 H 4.7057 5.1708 0.0896
46 H 1.9082 4.5026 -0.2889
47 F -1.3589 -1.1004 1.7878

Forces on atoms 1 to 3 (eV/Å):
Ru -1.1 -0.6 -1.3
O 0.1 0.1 0.1
C -0.1 -0.1 0.0

# 3
C32H22F9MnN2O11P3S as an isolated structure, computed with wB97M-V/def2-TZVPD.

Output
<S²>: 8.754
Max |F| (eV/A): 0.69
Spin multiplicity: 6
Charge: -2
Total energy (eV): -153541.447
Lowest unoccupied orbital energy (spin up / spin down) (eV): 3.94 / 3.94
Energy above the lowest of the compared OMol25 structures with the same formula, charge and spin (kcal per mole): 0.90
Gap between HOMO and LUMO (spin up / spin down) (eV): 6.53 / 6.59
E_HOMO (spin up / spin down) (eV): -2.6 / -2.6

Cartesian coordinates (Å):
1 Mn 0.6360 1.6700 0.1513
2 O 3.6174 -0.3813 4.9039
3 C 2.3987 -0.0346 5.2814
4 O 2.0586 -0.0307 6.4456
5 C 1.4509 0.3385 4.2019
6 C 0.1263 0.6707 4.4161
7 N -0.4210 0.9062 3.2125
8 N 0.4639 0.7453 2.2339
9 C 1.6063 0.4242 2.7986
10 C 2.7706 0.2653 1.8578
11 O 3.8117 -0.2501 2.3308
12 O 2.5713 0.6252 0.6752
13 H 3.7284 -0.3161 3.8941
14 H -0.4281 0.7479 5.3345
15 H -1.3453 1.2211 2.9499
16 O -0.5783 3.2218 -3.7875
17 P -0.7193 2.2955 -2.4772
18 O -1.3251 0.9837 -2.8152
19 O 0.6482 2.3365 -1.8074
20 O -1.7024 3.1745 -1.5487
21 P -2.4360 2.6156 -0.1885
22 O -2.3724 3.9163 0.7424
23 O -3.8359 2.2389 -0.4511
24 O -1.4616 1.6072 0.4011
25 H -1.2914 2.9905 -4.3886
26 H -1.4600 4.0515 1.0519
27 S 1.0579 3.7079 1.6361
28 C 1.1285 5.2836 0.8483
29 C 1.2860 6.4408 1.6251
30 C 1.3278 7.7020 1.0505
31 C 1.2171 7.8565 -0.3268
32 C 1.0685 6.7189 -1.1107
33 C 1.0278 5.4559 -0.5378
34 H 1.3712 6.3294 2.6997
35 H 1.4453 8.5728 1.6868
36 H 1.2432 8.8412 -0.7778
37 H 0.9772 6.8077 -2.1872
38 H 0.9198 4.5814 -1.1671
39 F 4.1586 -6.3108 1.7567
40 C 2.9631 -6.5167 1.1822
41 F 2.2546 -7.2988 2.0246
42 F 3.1897 -7.2685 0.0831
43 C 2.2400 -5.2388 0.8538
44 C 0.9079 -5.3097 0.4556
45 C 0.2296 -4.1518 0.1227
46 C 0.8693 -2.9143 0.1910
47 C 2.1976 -2.8561 0.5949
48 C 2.8885 -4.0211 0.9226
49 P 0.0872 -1.3133 -0.2899
50 C -1.6663 -1.5415 0.1415
51 C -1.9735 -2.1579 1.3560
52 C -3.2775 -2.1869 1.8220
53 C -4.2809 -1.5768 1.0801
54 C -3.9777 -0.9224 -0.1049
55 C -2.6754 -0.9093 -0.5808
56 C -5.6968 -1.5665 1.5780
57 F -6.0770 -0.3632 2.0395
58 F -6.5808 -1.8946 0.6105
59 F -5.8993 -2.4426 2.5852
60 C 0.1447 -1.5026 -2.1171
61 C -0.7462 -2.2662 -2.8684
62 C -0.6061 -2.3581 -4.2394
63 C 0.4394 -1.6889 -4.8698
64 C 1.3308 -0.9289 -4.1360
65 C 1.1785 -0.8351 -2.7572
66 C 0.5582 -1.7969 -6.3620
67 F -0.4750 -1.2145 -7.0047
68 F 1.6780 -1.2321 -6.8453
69 F 0.5688 -3.0838 -6.7775
70 H 0.4056 -6.2679 0.4065
71 H -0.8096 -4.2082 -0.1813
72 H 2.7115 -1.9056 0.6454
73 H 3.9199 -3.9607 1.2398
74 H -1.1914 -2.6147 1.9521
75 H -3.5104 -2.6729 2.7596
76 H -4.7420 -0.3771 -0.6423
77 H -2.4303 -0.3308 -1.4672
78 H -1.5710 -2.7731 -2.3818
79 H -1.3063 -2.9431 -4.8225
80 H 2.1301 -0.3935 -4.6281
81 H 1.8603 -0.2156 -2.1851

Forces on atoms 1 to 3 (eV/Å):
Mn 0.4 0.2 0.5
O 0.0 0.1 0.0
C 0.0 0.0 -0.1

# 4
C21H9Cl5N3O8RuS2 as an isolated structure, computed with wB97M-V/def2-TZVPD.

Output
<S²>: 0.755
Max |F| (eV/A): 1.09
Spin multiplicity: 2
Charge: -2
Total energy (eV): -129640.956
Lowest unoccupied orbital energy (spin up / spin down) (eV): 4.08 / 4.08
Energy above the lowest of the compared OMol25 structures with the same formula, charge and spin (kcal per mole): 19.15
Gap between HOMO and LUMO (spin up / spin down) (eV): 7.45 / 7.29
E_HOMO (spin up / spin down) (eV): -3.4 / -3.2

Cartesian coordinates (Å):
1 Ru -0.0920 0.5282 -0.1481
2 Cl -0.3990 2.7672 2.4438
3 C 0.2026 1.1937 2.8362
4 C 0.5059 0.2670 1.8248
5 C 1.1783 -0.8766 2.2754
6 Cl 1.7803 -2.0477 1.1467
7 C 1.4103 -1.1506 3.6207
8 Cl 2.1977 -2.6117 4.1061
9 C 1.0060 -0.2479 4.5947
10 Cl 1.2525 -0.5880 6.2684
11 C 0.4181 0.9416 4.1908
12 Cl -0.0320 2.1021 5.3935
13 O -1.9184 1.3177 0.4813
14 S -2.7410 1.4233 -0.7606
15 O -4.1334 1.1721 -0.5075
16 O -2.1150 0.6403 -1.8104
17 C -2.6593 3.1352 -1.3315
18 C -3.8695 3.8160 -1.3219
19 C -3.9747 5.1036 -1.8288
20 C -2.8569 5.7180 -2.3653
21 C -1.6412 5.0486 -2.3660
22 C -1.5208 3.7646 -1.8529
23 S 0.1592 3.0865 -1.8106
24 O 0.1977 1.9166 -2.6643
25 O 1.0126 4.1766 -2.2197
26 O 0.2986 2.7021 -0.3750
27 H -4.7347 3.3080 -0.9203
28 H -4.9307 5.6126 -1.8048
29 H -2.9184 6.7197 -2.7739
30 H -0.7471 5.5187 -2.7514
31 O 2.4322 0.9069 -0.2982
32 C 2.2976 0.0482 -1.1711
33 O 1.1718 -0.5358 -1.3500
34 C 3.4340 -0.3658 -2.0480
35 C 4.7256 0.0195 -1.7134
36 C 5.7915 -0.3590 -2.5159
37 C 5.5650 -1.1155 -3.6586
38 C 4.2723 -1.4954 -3.9958
39 C 3.2062 -1.1254 -3.1893
40 H 4.8670 0.6193 -0.8240
41 H 6.8001 -0.0632 -2.2527
42 H 6.3976 -1.4092 -4.2876
43 H 4.0955 -2.0834 -4.8882
44 H 2.1897 -1.4107 -3.4244
45 N -0.3466 -5.5900 -0.2684
46 C -0.9475 -4.5973 -0.3005
47 N -1.7516 -3.5505 -0.3557
48 C -1.2699 -2.3732 -0.1376
49 N -0.9464 -1.2948 0.1442

Forces on atoms 1 to 3 (eV/Å):
Ru -0.5 -0.1 1.0
Cl 0.0 0.0 0.1
C 0.0 0.1 -0.1